{"formula": "C5H8N2", "method": "ωB97M-V/def2-TZVPD", "multiplicity": 1, "lumo_ev": 0.85, "total_charge": 0, "smiles": "N#C[C@H](N)C1CC1", "orbital_gap_ev": 10.92, "de_lowest_ev": 3.100, "elements": ["C", "N", "C", "H", "H", "H", "C", "H", "N", "C", "H", "H", "H", "C", "H"], "positions_angstrom": [[-1.77, 0.05, 0.36], [1.60, -0.95, 0.51], [0.86, 0.30, 0.60], [-2.65, 0.63, 0.09], [1.70, -1.22, -0.46], [0.71, 0.54, 1.66], [-1.17, -0.87, -0.65], [-0.81, -1.83, -0.28], [1.54, 2.27, -0.96], [1.39, 1.46, -0.14], [-0.07, 1.31, -1.09], [-1.61, -0.90, -1.64], [-1.80, -0.33, 1.39], [-0.43, 0.40, -0.30], [2.53, -0.86, 0.91]]}



{"formula": "C17H29NO2", "method": "ωB97M-V/def2-TZVPD", "multiplicity": 1, "lumo_ev": 0.86, "total_charge": 0, "smiles": "CC(C)(C)c1ccccc1OCCCCCNCCO", "orbital_gap_ev": 9.24, "de_lowest_ev": 0.975, "elements": ["C", "H", "C", "C", "H", "H", "H", "H", "H", "C", "H", "C", "C", "C", "H", "O", "H", "C", "H", "H", "C", "H", "H", "H", "H", "H", "H", "C", "N", "H", "H", "O", "C", "H", "H", "C", "C", "C", "H", "H", "H", "H", "H", "H", "H", "C", "C", "H", "C"], "positions_angstrom": [[-1.93, -0.81, 0.22], [3.10, 2.78, 0.81], [1.79, 2.30, -0.82], [2.43, 0.95, -1.13], [-4.12, 1.40, -1.24], [2.30, -1.59, -1.91], [3.48, 0.97, -0.81], [-2.18, 0.81, -2.82], [1.59, 0.91, 1.51], [2.20, -1.47, -0.82], [-4.06, -0.65, -2.52], [1.32, 1.96, 1.68], [-2.66, -0.17, -0.95], [-2.07, -2.16, 0.51], [0.77, -0.06, -0.60], [3.80, -3.18, -0.42], [-0.22, -2.45, 3.31], [3.55, -1.82, -0.17], [-0.60, 1.95, 2.69], [-1.60, -3.82, 1.77], [-1.10, -0.06, 1.08], [-4.28, 0.54, 0.29], [-2.96, -1.97, -2.15], [1.47, -2.19, -0.45], [-4.30, -1.60, -1.06], [1.69, 3.83, 0.68], [-2.68, -2.78, -0.13], [-0.51, -0.66, 2.19], [1.77, -0.14, -0.43], [-2.99, 1.72, 0.07], [0.71, 2.23, -1.01], [-0.90, 1.26, 0.77], [-1.46, -2.77, 1.59], [3.49, -1.61, 0.90], [-0.48, 3.12, 1.36], [-0.69, -2.01, 2.45], [-3.57, 0.94, -0.42], [2.02, 2.79, 0.60], [-1.08, 1.21, -1.50], [0.10, -0.09, 2.86], [2.20, 3.03, -1.52], [2.42, 0.79, -2.22], [1.69, 2.27, 2.66], [4.35, -1.20, -0.60], [4.63, -3.43, 0.01], [-0.21, 2.10, 1.68], [-3.55, -1.17, -1.71], [-0.97, -0.37, -2.30], [-1.65, 0.40, -1.96]]}



{"formula": "C33H51BrN8O4Rb", "method": "ωB97M-V/def2-TZVPD", "multiplicity": 1, "lumo_ev": -2.62, "total_charge": 1, "orbital_gap_ev": 6.03, "de_lowest_ev": 1.073, "elements": ["C", "H", "H", "H", "C", "H", "N", "N", "O", "C", "H", "C", "C", "H", "H", "H", "C", "H", "C", "H", "C", "C", "O", "H", "H", "H", "N", "H", "C", "H", "C", "C", "H", "N", "O", "C", "C", "H", "H", "C", "C", "C", "H", "C", "C", "H", "H", "N", "C", "H", "H", "H", "H", "H", "C", "H", "H", "H", "C", "C", "O", "H", "H", "C", "H", "C", "H", "N", "H", "H", "C", "Rb", "C", "H", "H", "C", "C", "H", "H", "H", "C", "H", "H", "H", "H", "C", "Br", "C", "N", "N", "H", "H", "H", "C", "H", "H", "H", "H"], "positions_angstrom": [[1.65, -2.02, 2.31], [-2.47, 2.99, -3.48], [-3.91, 0.90, -5.20], [-0.45, -0.38, 4.22], [-2.78, -1.27, 2.70], [-2.66, -0.57, -2.95], [-1.50, 1.17, -3.17], [0.50, -1.44, 2.75], [-3.42, -2.76, -1.32], [1.64, -0.65, 4.70], [-3.57, 0.94, -2.87], [-1.60, 2.46, -3.88], [-1.72, 2.22, -5.40], [-1.09, 4.39, -1.02], [1.58, -0.15, 5.65], [-0.71, 3.05, -3.64], [-2.70, -3.96, -1.63], [-1.77, -4.78, -3.37], [-3.62, -2.78, 1.13], [3.70, -1.15, 4.89], [3.91, -3.40, 1.47], [2.74, -3.50, 0.73], [0.51, -2.81, 0.37], [-1.04, 1.46, 2.75], [-1.93, -4.16, -0.87], [2.70, -4.14, -0.14], [5.29, -2.47, 3.19], [-0.88, -1.00, -5.37], [-4.30, -2.90, -0.21], [-2.69, -0.20, 2.89], [1.57, -2.79, 1.07], [1.10, 2.48, 0.91], [1.06, 2.60, 3.06], [5.80, -1.38, 3.47], [-3.29, -1.42, 1.38], [-0.70, 0.07, -5.24], [5.27, 0.94, 3.91], [-3.25, -0.73, -5.19], [1.01, 0.64, 1.81], [-3.05, 0.31, -4.91], [0.51, -0.79, 3.89], [5.02, 0.12, 1.66], [-1.62, 2.00, -1.24], [-2.76, 0.42, -3.39], [0.53, 3.21, -0.31], [1.08, -2.87, -2.79], [5.05, -0.70, 0.95], [0.59, 1.10, 1.01], [5.29, -0.12, 3.01], [-4.82, -3.86, -0.27], [0.94, 0.56, 0.22], [1.27, 4.14, 2.27], [4.58, 1.60, 0.17], [-0.69, 5.30, 1.16], [4.72, 2.44, 2.14], [4.98, 3.05, 4.18], [1.14, 4.10, -0.47], [-3.49, -1.68, 3.43], [2.82, -1.21, 4.27], [-0.76, 3.51, 2.30], [-0.95, -2.93, -2.96], [-2.80, 2.88, -0.54], [-1.72, 1.96, 1.29], [0.73, 3.20, 2.21], [0.13, 0.35, -5.89], [-2.07, -3.80, -2.98], [-4.31, -3.13, 1.91], [-1.90, 0.79, -5.67], [-2.45, 2.34, 2.77], [-0.24, -0.53, -3.20], [-0.39, 0.40, -3.75], [-1.15, -1.08, -0.67], [2.86, -1.90, 3.04], [-1.80, -1.74, 2.80], [0.31, -4.09, -1.77], [0.28, -3.62, -2.75], [4.02, -2.55, 2.55], [5.53, 0.75, 4.94], [0.44, -4.35, -3.54], [0.52, 1.00, -3.66], [4.74, 1.40, 1.22], [-0.82, 2.55, -5.92], [0.66, 2.59, -1.20], [-2.80, -3.37, -3.67], [-2.29, 4.58, 1.19], [-1.22, 4.35, 1.12], [4.43, 4.22, 1.53], [4.97, 2.22, 3.48], [-1.55, 2.22, 2.31], [-1.86, 2.52, -0.39], [-2.57, 2.76, -5.82], [-2.71, -3.40, 1.18], [2.19, 2.50, 0.83], [-0.93, 3.66, -0.22], [4.79, -3.97, 1.18], [-5.04, -2.10, -0.31], [-3.39, -4.81, -1.63], [-0.96, 4.01, 3.25]]}



{"formula": "C13H3Cl5NO4Sn", "method": "ωB97M-V/def2-TZVPD", "multiplicity": 1, "lumo_ev": -4.89, "total_charge": 1, "orbital_gap_ev": 8.04, "de_lowest_ev": 0.000, "elements": ["C", "O", "O", "C", "C", "H", "Sn", "Cl", "C", "Cl", "Cl", "N", "Cl", "C", "O", "C", "O", "H", "C", "H", "C", "C", "C", "Cl", "C", "C", "C"], "positions_angstrom": [[0.05, 1.57, -1.45], [3.23, -0.66, 2.33], [-1.29, -1.37, -0.91], [0.61, 2.42, -3.63], [-0.61, 3.79, -2.02], [1.69, -2.32, 3.99], [0.28, -0.21, -0.41], [1.36, -0.16, -2.95], [-0.02, 3.62, -3.28], [1.33, 2.20, -5.16], [-1.38, 5.25, -1.61], [-0.02, -1.36, 1.32], [-1.29, 2.85, 0.46], [-0.31, -2.98, 3.42], [2.12, -0.26, 0.42], [0.87, -2.25, 3.28], [-2.94, -2.65, -0.06], [-0.43, -3.62, 4.28], [0.63, 1.41, -2.69], [-2.18, -3.58, 2.49], [-1.90, -2.07, 0.06], [-1.30, -2.95, 2.44], [-1.11, -2.12, 1.36], [-0.06, 4.90, -4.41], [0.99, -1.44, 2.17], [-0.58, 2.74, -1.10], [2.24, -0.73, 1.67]]}



{"formula": "C39H32BrN3OPRuS2", "method": "ωB97M-V/def2-TZVPD", "multiplicity": 5, "lumo_ev": [-2.65, -4.31], "total_charge": 1, "orbital_gap_ev": [6.95, 6.30], "s_squared": 6.067, "elements": ["S", "H", "H", "C", "C", "H", "C", "C", "C", "H", "H", "C", "C", "C", "C", "C", "H", "H", "N", "H", "H", "C", "H", "Ru", "N", "H", "C", "C", "H", "C", "C", "C", "H", "Br", "C", "C", "H", "H", "C", "H", "C", "C", "H", "H", "C", "C", "H", "C", "C", "H", "H", "C", "H", "H", "H", "H", "C", "C", "C", "C", "P", "N", "H", "C", "C", "H", "S", "C", "C", "C", "C", "O", "H", "C", "H", "C", "H", "H", "C", "H"], "positions_angstrom": [[3.44, 2.77, 1.40], [0.09, 2.49, 3.62], [-0.29, 1.05, 4.56], [3.64, -2.28, -1.52], [1.64, -6.32, 0.48], [3.80, -3.20, -0.97], [-2.86, -3.33, -1.86], [-4.09, -0.81, 3.35], [0.13, 5.60, 4.53], [2.01, 5.60, 5.57], [1.75, -1.66, 5.12], [0.67, -4.30, -0.37], [4.42, -2.00, -2.63], [-0.66, 1.72, 3.78], [-2.11, -2.55, -1.00], [-0.87, 0.92, 2.53], [4.60, 0.91, 3.22], [-4.60, -1.17, 4.23], [1.07, 1.77, 1.68], [3.73, -0.15, 5.24], [-0.04, -3.81, -1.03], [-0.51, 5.34, 3.33], [3.24, -6.07, 1.88], [-0.38, -0.32, -0.04], [0.05, 0.83, 1.62], [3.04, 4.96, 0.79], [2.22, 4.93, 3.54], [-1.72, -2.31, -3.68], [1.67, -7.40, 0.51], [2.30, 1.46, 1.63], [3.26, -0.33, 4.29], [-4.70, -0.89, 2.10], [-0.30, 4.65, 1.31], [-4.11, -4.54, -1.15], [4.20, -0.83, -3.35], [2.64, -1.40, -1.13], [3.04, 0.96, -3.53], [5.20, -2.69, -2.93], [1.68, -1.63, 2.97], [0.95, -2.43, 2.93], [2.41, -0.22, -1.86], [-1.00, -1.56, -2.77], [3.16, -3.62, 1.83], [-1.58, 5.51, 3.24], [-2.15, 0.22, 2.33], [2.15, -1.22, 4.22], [0.03, -6.26, -0.94], [2.51, -5.57, 1.25], [3.21, 0.05, -2.97], [-0.26, -0.83, -3.07], [1.67, 3.95, 0.31], [-2.77, 0.12, 1.06], [4.81, -0.60, -4.21], [-4.52, -0.46, 0.00], [-1.59, 2.16, 4.12], [-2.25, -2.61, 0.07], [1.50, 5.39, 4.64], [-2.66, -3.22, -3.23], [3.74, 0.26, 3.17], [2.34, 4.19, 1.14], [1.52, -1.73, 0.24], [-1.20, -1.68, -1.45], [-0.43, 5.97, 5.38], [3.05, 0.12, 1.84], [1.53, -3.54, 0.42], [-3.24, -3.82, -3.92], [1.14, 0.92, -1.40], [1.58, 4.66, 2.34], [0.71, -5.68, -0.33], [2.47, -4.19, 1.22], [2.16, -1.09, 1.80], [-2.18, 0.53, -0.06], [-1.53, -2.18, -4.74], [-4.06, -0.42, 0.98], [3.79, 0.08, 1.03], [-2.85, -0.23, 3.46], [-2.38, -0.14, 4.43], [3.29, 4.77, 3.63], [0.21, 4.87, 2.24], [-5.69, -1.31, 2.01]]}



{"formula": "C5H20N11O8V", "method": "ωB97M-V/def2-TZVPD", "multiplicity": 4, "lumo_ev": [-7.72, -7.22], "total_charge": 1, "orbital_gap_ev": [3.40, 3.90], "s_squared": 3.756, "de_lowest_ev": 10.797, "elements": ["O", "O", "H", "C", "H", "N", "N", "H", "H", "H", "H", "H", "H", "N", "N", "H", "H", "O", "O", "H", "O", "O", "H", "C", "H", "V", "C", "N", "H", "H", "C", "C", "N", "H", "H", "N", "H", "N", "N", "H", "N", "N", "H", "O", "O"], "positions_angstrom": [[26.46, 5.50, -15.88], [21.42, 5.39, -15.96], [19.12, 7.09, -8.74], [26.57, 9.69, -12.80], [26.11, 7.67, -16.48], [25.50, 7.45, -15.70], [23.33, 7.40, -11.63], [22.22, 5.60, -13.09], [24.66, 9.91, -13.08], [20.68, 9.87, -11.49], [20.17, 6.52, -10.06], [24.60, 6.66, -13.68], [28.66, 9.93, -12.95], [22.34, 5.18, -14.01], [21.98, 7.11, -14.65], [21.21, 8.65, -10.41], [22.42, 4.18, -14.10], [19.75, 11.32, -9.58], [23.80, 7.83, -10.61], [25.76, 10.82, -14.20], [21.76, 5.57, -8.19], [22.46, 6.54, -11.51], [20.92, 6.58, -6.26], [25.83, 6.25, -15.25], [21.09, 10.53, -7.66], [25.69, 8.10, -9.69], [20.73, 6.20, -8.07], [20.77, 9.55, -10.53], [22.52, 7.33, -13.83], [19.49, 7.37, -6.95], [20.51, 10.28, -9.49], [21.84, 5.85, -14.95], [20.23, 6.68, -7.00], [25.00, 8.03, -15.03], [27.73, 10.66, -14.17], [25.56, 10.20, -13.43], [24.87, 5.03, -13.92], [25.12, 5.96, -14.21], [27.74, 10.10, -13.34], [21.33, 8.88, -8.30], [21.06, 9.85, -8.41], [19.94, 6.61, -9.08], [21.66, 7.82, -15.30], [26.42, 8.91, -11.87], [23.67, 7.85, -12.67]]}



| no. | calculated total energy (a.u.) |
| --- | --- |
| 1 | -304.7216 |
| 2 | -870.3863 |
| 3 | -4624.9238 |
| 4 | -3367.9654 |
| 5 | -5551.2450 |
| 6 | -2350.3600 |